1.
ORCA calculation (ωB97M-V/def2-TZVPD) on a single C4H8OSi molecule in a non-equilibrium geometry.

orbital gap = 9.87 eV
ΔE to the lowest compared entry with this formula, charge and spin = 408.0 kJ/mol
HOMO energy = -9.247 eV
LUMO energy = 0.625 eV

Each line ends with the Mulliken charge.
Cartesian coordinates (Å):
1 Si 3.106 0.081 -0.199  0.189
2 O -2.063 1.294 -0.465  -0.536
3 C -0.026 0.472 0.401  0.298
4 C 1.319 0.216 0.240  -0.581
5 C -1.888 -1.032 0.006  -1.015
6 C -1.472 0.418 0.420  0.324
7 H -1.919 0.741 1.385  0.212
8 H 3.460 -1.199 0.462  -0.052
9 H -1.340 -1.727 0.748  0.278
10 H -1.435 1.901 -0.856  0.338
11 H 2.781 0.079 -1.681  -0.034
12 H 3.732 1.053 0.682  -0.049
13 H -2.889 -1.298 -0.108  0.385
14 H -1.365 -0.998 -1.036  0.244


2.
ORCA calculation (ωB97M-V/def2-TZVPD) on 2 unconnected molecules or ions with the total composition C7H17NO in a non-equilibrium geometry.

orbital gap = 10.19 eV
ΔE to the lowest compared entry with this formula, charge and spin = 243.0 kJ/mol
HOMO energy = -9.308 eV
LUMO energy = 0.879 eV

Each line ends with the Mulliken charge.
Cartesian coordinates (Å):
1 O -1.696 0.382 1.924  -0.598
2 N -0.410 0.890 0.159  0.093
3 C -1.117 -0.106 -0.614  -1.054
4 C 0.897 -2.541 -2.108  -0.666
5 C 1.180 1.779 -1.489  -1.192
6 C 1.028 0.833 -0.258  -0.226
7 C 0.170 -3.198 -0.893  -0.853
8 C -0.658 0.883 1.548  0.527
9 C 0.244 1.715 2.421  -0.975
10 H 1.619 1.205 0.563  0.284
11 H 0.143 -4.285 -0.868  0.382
12 H -0.297 2.665 2.444  0.249
13 H 0.685 -2.834 -0.002  0.260
14 H 1.066 -1.488 -1.933  0.115
15 H -0.878 -2.899 -0.827  0.273
16 H 1.383 -0.199 -0.362  0.231
17 H 0.154 -2.641 -2.911  0.284
18 H 1.266 1.832 2.084  0.366
19 H 0.215 1.340 3.443  0.328
20 H 1.134 1.245 -2.430  0.289
21 H 2.079 2.346 -1.218  0.363
22 H -0.573 -0.871 -1.200  0.149
23 H -1.458 -1.031 -0.083  0.346
24 H 0.366 2.489 -1.353  0.314
25 H 1.678 -3.148 -2.573  0.363
26 H -2.099 0.153 -1.010  0.347


3.
ORCA calculation (ωB97M-V/def2-TZVPD) on a gas-phase ion, C5H12N3 (charge +1) in a non-equilibrium geometry.

orbital gap = 9.71 eV
ΔE to the lowest compared entry with this formula, charge and spin = 403.6 kJ/mol
total charge = +1
HOMO energy = -13.552 eV
LUMO energy = -3.846 eV

Each line ends with the Mulliken charge.
Cartesian coordinates (Å):
1 N -1.136 0.225 2.840  -0.328
2 N -0.605 0.345 1.504  -0.432
3 N 0.682 -1.620 1.755  -0.504
4 C 0.115 -0.613 0.989  0.491
5 C -0.130 0.594 -1.404  -0.056
6 C -0.383 0.556 -2.932  -1.470
7 C 1.220 0.879 -0.827  -0.553
8 C 0.569 -0.450 -0.581  -0.257
9 H 0.339 -0.162 -3.480  0.295
10 H 1.391 1.783 -0.259  0.295
11 H -1.567 1.177 3.252  0.396
12 H 2.056 0.683 -1.561  0.256
13 H -1.912 -0.455 2.792  0.383
14 H -0.881 1.157 -1.065  0.453
15 H -0.559 -0.139 3.547  0.297
16 H -1.379 0.358 -3.084  0.432
17 H 1.378 -2.221 1.313  0.268
18 H -0.352 1.594 -3.181  0.370
19 H 0.867 -1.411 2.781  0.181
20 H 0.800 -1.271 -1.144  0.485


4.
ORCA calculation (ωB97M-V/def2-TZVPD) on a single C5H8N2 molecule in a non-equilibrium geometry.

orbital gap = 8.90 eV
ΔE to the lowest compared entry with this formula, charge and spin = 344.2 kJ/mol
HOMO energy = -8.067 eV
LUMO energy = 0.837 eV

Each line ends with the Mulliken charge.
Cartesian coordinates (Å):
1 N 2.137 1.003 0.807  -0.614
2 N -1.045 1.327 1.501  -0.644
3 C 0.336 -1.682 0.166  -1.026
4 C -0.432 0.608 0.721  0.405
5 C -0.345 -0.551 -0.135  0.703
6 C -1.212 -0.436 -1.363  -1.175
7 C 1.123 1.051 0.076  -0.098
8 H 0.260 -2.541 -0.481  0.307
9 H -2.259 -0.363 -1.066  0.297
10 H -0.556 2.176 1.824  0.291
11 H -1.077 -1.311 -1.999  0.377
12 H -0.974 0.443 -1.965  0.286
13 H 0.870 -1.808 1.096  0.247
14 H 1.120 1.662 -0.823  0.374
15 H 2.054 0.421 1.642  0.270


5.
ORCA calculation (ωB97M-V/def2-TZVPD) on a molecular structure, C25H33IrN4O2S3.

orbital gap = 7.36 eV
ΔE to the lowest compared entry with this formula, charge and spin = 0.0 kJ/mol
HOMO energy = -7.144 eV
LUMO energy = 0.217 eV

Each line ends with the Mulliken charge.
Cartesian coordinates (Å):
1 Ir -0.412 0.181 -0.008  1.372
2 S -2.016 -0.434 1.677  -0.285
3 S 0.467 -2.006 -0.401  -0.107
4 S -2.156 -0.277 -1.607  -0.359
5 O 1.966 -4.280 5.505  -0.572
6 O 0.606 -5.888 4.835  -0.497
7 N -0.926 -1.197 -3.782  -0.348
8 N 2.643 -3.274 0.399  -0.146
9 N 1.814 -1.745 1.883  1.241
10 N -1.794 -2.830 -2.296  -0.339
11 C -0.687 -3.497 -4.295  -0.680
12 C -1.348 -3.776 -3.116  -0.276
13 C -1.235 -2.996 2.259  -0.626
14 C -1.875 3.014 0.783  -1.653
15 C -0.493 -2.154 -4.597  1.009
16 C -0.554 -3.960 2.981  -0.907
17 C 0.091 -2.302 4.598  -0.923
18 C 0.139 -3.616 4.141  0.949
19 C 1.455 1.327 0.272  0.512
20 C 0.981 -4.590 4.889  0.561
21 C -0.627 2.342 0.311  0.623
22 C 1.778 1.133 -2.327  -1.612
23 C 0.580 1.994 2.620  -1.307
24 C 1.022 1.516 -1.094  0.942
25 C -1.568 -1.565 -2.662  0.062
26 C -0.606 -1.341 3.884  -0.393
27 C 2.839 0.962 0.701  -1.457
28 C 1.729 -2.334 0.695  0.089
29 C 0.448 1.843 1.140  0.222
30 C -0.988 2.701 -2.226  -1.374
31 C 2.741 -3.956 -0.880  -0.968
32 C 0.232 -1.722 -5.838  -1.379
33 C -0.221 2.202 -1.053  0.165
34 C -1.235 -1.659 2.675  -0.143
35 C 2.807 -2.045 2.892  -1.786
36 H 3.463 1.860 0.676  0.386
37 H -0.345 -4.283 -4.954  0.397
38 H -2.722 2.737 0.155  0.387
39 H 2.530 0.379 -2.096  0.306
40 H -1.771 4.102 0.755  0.321
41 H 1.103 0.708 -3.071  0.294
42 H -0.577 2.323 -3.159  0.389
43 H 3.282 -3.356 -1.614  0.269
44 H 1.310 -1.823 -5.696  0.250
45 H -0.397 2.078 3.092  0.337
46 H 2.286 1.994 -2.769  0.283
47 H 3.360 -3.460 1.079  0.251
48 H -2.030 2.389 -2.179  0.342
49 H 1.749 -4.167 -1.269  0.353
50 H 1.046 -1.126 2.109  -1.104
51 H 1.160 2.889 2.859  0.270
52 H 2.753 -3.085 3.224  0.534
53 H -2.111 2.713 1.802  0.360
54 H 3.291 0.223 0.039  0.265
55 H 2.864 0.570 1.713  0.286
56 H -0.259 -5.963 4.412  0.357
57 H -1.749 -3.250 1.341  0.522
58 H 2.614 -1.424 3.763  0.289
59 H -0.048 -2.337 -6.693  0.454
60 H -0.946 3.794 -2.231  0.350
61 H 0.010 -0.679 -6.049  0.321
62 H 1.088 1.137 3.064  0.149
63 H -0.651 -0.320 4.243  0.559
64 H 3.816 -1.825 2.532  0.565
65 H 3.266 -4.897 -0.727  0.381
66 H -1.536 -4.801 -2.811  0.421
67 H -0.523 -4.975 2.597  0.356
68 H 0.613 -2.049 5.512  0.488


6.
ORCA calculation (ωB97M-V/def2-TZVPD) on 2 unconnected molecules or ions with the total composition C8H7Cl3Si in a non-equilibrium geometry.

orbital gap = 8.46 eV
ΔE to the lowest compared entry with this formula, charge and spin = 100.1 kJ/mol
HOMO energy = -8.640 eV
LUMO energy = -0.179 eV

Each line ends with the Mulliken charge.
Cartesian coordinates (Å):
1 Cl 1.654 -3.440 2.830  -0.211
2 Cl 3.632 -1.558 0.987  -0.225
3 Cl 1.452 -3.574 -0.488  -0.217
4 Si 1.801 -2.395 1.112  0.830
5 C -0.880 -0.674 2.302  -0.908
6 C 0.798 0.576 -0.734  -0.220
7 C -1.681 1.622 -1.380  -0.518
8 C -1.559 0.753 -0.313  -0.489
9 C -0.570 1.972 -2.128  -0.444
10 C 0.669 1.445 -1.800  -0.637
11 C -0.197 -0.644 1.180  -0.118
12 C -0.312 0.223 0.034  0.977
13 H -1.674 0.038 2.499  0.298
14 H -0.669 2.643 -2.967  0.379
15 H -2.432 0.480 0.261  0.369
16 H -2.648 2.035 -1.623  0.379
17 H 1.762 0.167 -0.475  0.152
18 H -0.684 -1.382 3.086  0.230
19 H 1.538 1.713 -2.384  0.373